(1)
{
  "formula": "C26H37IrN8Si",
  "method": "ωB97M-V/def2-TZVPD",
  "elements": ["Ir", "C", "N", "C", "C", "N", "C", "C", "C", "C", "C", "C", "N", "C", "N", "C", "C", "C", "C", "C", "C", "N", "H", "H", "H", "H", "H", "H", "H", "H", "H", "H", "H", "H", "H", "H", "H", "C", "Si", "C", "C", "C", "C", "H", "H", "H", "H", "H", "H", "H", "H", "H", "C", "N", "C", "C", "N", "N", "C", "C", "H", "H", "H", "H", "H", "H", "H", "H", "H", "H", "H", "H", "H"],
  "coordinates": [[-0.094, 0.626, -0.650], [1.123, 3.477, -2.246], [-0.104, 3.133, -1.530], [-1.361, 3.512, -2.169], [-2.419, 2.518, -1.823], [-2.140, 1.326, -1.316], [-3.336, 0.657, -1.200], [-3.618, -0.636, -0.765], [-4.939, -1.035, -0.770], [-5.958, -0.169, -1.171], [-5.692, 1.116, -1.619], [-4.365, 1.513, -1.642], [-3.734, 2.675, -2.033], [2.181, 2.478, -1.915], [1.899, 1.270, -1.452], [3.093, 0.608, -1.307], [3.368, -0.692, -0.887], [4.694, -1.067, -0.821], [5.722, -0.177, -1.143], [5.464, 1.113, -1.581], [4.133, 1.488, -1.673], [3.505, 2.656, -2.060], [1.483, 4.491, -2.024], [0.937, 3.434, -3.325], [-0.061, 3.525, -0.593], [-1.229, 3.488, -3.257], [-1.692, 4.526, -1.906], [-2.815, -1.291, -0.465], [-5.193, -2.032, -0.445], [-6.976, -0.521, -1.141], [-6.488, 1.772, -1.928], [-4.186, 3.483, -2.435], [2.556, -1.366, -0.656], [4.947, -2.067, -0.509], [6.744, -0.508, -1.051], [6.270, 1.786, -1.826], [3.968, 3.482, -2.407], [1.660, -5.141, -0.416], [0.015, -4.509, -1.139], [-1.531, -5.193, -0.209], [-0.166, -5.142, -2.954], [-0.066, -2.656, -0.974], [-0.122, -1.442, -0.799], [1.664, -6.229, -0.413], [1.780, -4.802, 0.609], [2.520, -4.809, -0.991], [-1.486, -6.277, -0.198], [-2.457, -4.883, -0.679], [-1.506, -4.826, 0.812], [-0.164, -6.226, -2.943], [0.678, -4.784, -3.532], [-1.091, -4.783, -3.387], [-1.928, 1.568, 2.106], [-0.837, 1.567, 3.049], [-1.076, 2.347, 4.244], [0.351, 1.014, 2.748], [0.698, 0.784, 1.495], [1.221, 0.725, 3.763], [0.814, 0.119, 5.009], [2.635, 0.628, 3.492], [-2.852, 1.330, 2.637], [-1.755, 0.806, 1.339], [-2.043, 2.549, 1.637], [-1.530, 3.298, 3.960], [-0.148, 2.558, 4.764], [-1.769, 1.847, 4.922], [1.600, 0.315, 1.439], [-0.263, 0.075, 5.112], [1.236, 0.658, 5.860], [1.204, -0.901, 5.053], [2.920, -0.335, 3.056], [3.164, 0.727, 4.437], [2.947, 1.435, 2.831]],
  "e_above_lowest_ev": 1.9779,
  "charge": 3,
  "spin_multiplicity": 2,
  "lumo_ha": [-0.467, -0.441],
  "orbital_gap_ev": [4.02, 4.79]
}


(2)
{
  "formula": "C26H37N2OSSiY",
  "method": "ωB97M-V/def2-TZVPD",
  "elements": ["Y", "C", "Si", "C", "N", "C", "C", "C", "C", "C", "C", "C", "C", "C", "C", "C", "C", "C", "C", "C", "C", "C", "H", "H", "H", "H", "H", "H", "H", "H", "H", "H", "H", "H", "H", "H", "H", "H", "H", "H", "H", "H", "H", "H", "H", "H", "C", "C", "O", "C", "C", "H", "H", "H", "H", "H", "H", "H", "H", "H", "H", "S", "C", "C", "N", "C", "H", "H", "H"],
  "coordinates": [[0.114, 0.074, 0.258], [-0.421, -2.210, 0.214], [-2.310, -2.335, 0.456], [-2.742, -0.826, 1.595], [-2.259, 0.491, 1.073], [-3.182, 1.016, 0.007], [-4.073, 2.169, 0.476], [-4.601, 1.943, 1.892], [-3.446, 1.763, 2.897], [-2.129, 1.482, 2.174], [-3.118, -2.116, -1.221], [-4.487, -2.373, -1.348], [-5.123, -2.270, -2.576], [-4.395, -1.919, -3.706], [-3.037, -1.659, -3.599], [-2.406, -1.759, -2.368], [-2.793, -3.916, 1.324], [-2.685, -4.039, 2.712], [-2.960, -5.240, 3.344], [-3.349, -6.343, 2.596], [-3.465, -6.238, 1.217], [-3.191, -5.034, 0.587], [-0.141, -2.737, -0.706], [0.098, -2.710, 1.040], [-2.263, -0.998, 2.563], [-3.818, -0.783, 1.794], [-3.804, 0.190, -0.329], [-2.598, 1.341, -0.864], [-4.906, 2.251, -0.221], [-3.537, 3.122, 0.437], [-5.254, 1.067, 1.899], [-5.218, 2.790, 2.185], [-3.670, 0.957, 3.596], [-3.308, 2.664, 3.495], [-1.387, 1.107, 2.888], [-1.743, 2.413, 1.747], [-5.059, -2.663, -0.472], [-6.183, -2.474, -2.653], [-4.884, -1.859, -4.669], [-2.466, -1.401, -4.483], [-1.335, -1.573, -2.313], [-2.387, -3.185, 3.315], [-2.873, -5.317, 4.420], [-3.565, -7.282, 3.089], [-3.770, -7.095, 0.632], [-3.289, -4.962, -0.491], [2.882, 1.594, 1.221], [2.781, 0.890, 2.554], [1.577, 0.106, 2.557], [1.338, -0.489, 3.857], [0.441, -1.697, 3.731], [3.796, 2.185, 1.186], [2.041, 2.279, 1.090], [2.936, 0.863, 0.400], [2.741, 1.617, 3.368], [3.633, 0.228, 2.718], [0.895, 0.271, 4.505], [2.300, -0.785, 4.277], [-0.503, -1.438, 3.250], [0.226, -2.079, 4.729], [0.926, -2.489, 3.163], [1.459, 4.417, -2.165], [-0.121, 4.611, -1.545], [-0.523, 3.477, -0.923], [0.407, 2.460, -0.922], [1.497, 2.837, -1.559], [-0.666, 5.532, -1.673], [-1.486, 3.337, -0.456], [2.365, 2.207, -1.693]],
  "e_above_lowest_ev": 1.4787,
  "charge": 2,
  "lumo_ha": -0.244,
  "orbital_gap_ev": 6.84
}


(3)
{
  "formula": "C26H39IN6P",
  "method": "ωB97M-V/def2-TZVPD",
  "elements": ["C", "C", "P", "I", "H", "H", "H", "H", "H", "H", "H", "H", "H", "N", "C", "C", "C", "C", "H", "H", "H", "H", "H", "N", "C", "C", "C", "C", "H", "H", "H", "H", "H", "N", "C", "C", "C", "C", "H", "H", "H", "H", "H", "N", "C", "C", "C", "C", "H", "H", "H", "H", "H", "N", "C", "C", "C", "C", "H", "H", "H", "H", "H", "N", "C", "C", "C", "C", "H", "H", "H", "H", "H"],
  "coordinates": [[-1.719, 0.575, 3.184], [-1.245, -0.027, 4.486], [-0.679, 1.385, 5.657], [-2.478, 0.788, 7.504], [-2.110, -0.191, 2.525], [-0.876, 1.064, 2.716], [-2.518, 1.286, 3.351], [-2.000, -0.666, 4.915], [-0.348, -0.594, 4.283], [-1.683, 2.279, 5.099], [-0.238, 2.482, 6.496], [0.259, 0.483, 6.301], [0.286, 1.809, 4.635], [-0.558, 0.930, -0.632], [-0.427, -0.081, -1.538], [-1.663, -0.333, -2.071], [-2.579, 0.563, -1.456], [-1.864, 1.329, -0.573], [0.191, 1.314, -0.085], [0.534, -0.530, -1.729], [-1.888, -1.074, -2.821], [-3.637, 0.637, -1.641], [-2.172, 2.118, 0.090], [2.753, 2.974, 0.704], [2.785, 2.206, 1.838], [4.010, 1.600, 1.895], [4.747, 2.022, 0.753], [3.945, 2.869, 0.037], [1.974, 3.530, 0.406], [1.939, 2.155, 2.505], [4.341, 0.931, 2.670], [5.751, 1.735, 0.489], [4.117, 3.402, -0.882], [0.916, -2.665, -3.754], [1.181, -2.688, -5.094], [2.513, -2.967, -5.251], [3.068, -3.127, -3.952], [2.056, -2.937, -3.051], [0.019, -2.471, -3.344], [0.406, -2.500, -5.818], [3.034, -3.044, -6.190], [4.093, -3.348, -3.709], [2.050, -2.966, -1.975], [6.368, 1.114, -5.571], [6.255, 1.428, -4.244], [5.132, 0.810, -3.763], [4.544, 0.095, -4.842], [5.330, 0.302, -5.943], [7.100, 1.431, -6.179], [6.980, 2.058, -3.759], [4.771, 0.864, -2.749], [3.649, -0.502, -4.809], [5.241, -0.058, -6.954], [-4.499, -2.163, 9.189], [-5.707, -1.736, 9.651], [-6.583, -2.789, 9.583], [-5.866, -3.897, 9.056], [-4.582, -3.474, 8.825], [-3.672, -1.590, 9.119], [-5.842, -0.722, 9.984], [-7.620, -2.766, 9.873], [-6.248, -4.886, 8.865], [-3.726, -3.993, 8.431], [-1.756, 0.442, -6.125], [-2.737, 0.419, -7.081], [-3.746, 1.242, -6.660], [-3.357, 1.782, -5.402], [-2.126, 1.267, -5.100], [-0.894, -0.069, -6.166], [-2.631, -0.176, -7.971], [-4.661, 1.436, -7.193], [-3.918, 2.466, -4.789], [-1.484, 1.413, -4.249]],
  "charge": -1,
  "lumo_ha": 0.070,
  "orbital_gap_ev": 6.31
}


(4)
{
  "formula": "C26H39MnN6OSSi",
  "method": "ωB97M-V/def2-TZVPD",
  "elements": ["Mn", "C", "C", "C", "C", "C", "C", "N", "N", "Si", "C", "C", "C", "H", "H", "H", "H", "H", "H", "H", "H", "H", "H", "H", "H", "H", "H", "H", "O", "C", "C", "C", "C", "C", "C", "C", "C", "N", "H", "H", "H", "H", "H", "H", "H", "H", "H", "H", "H", "C", "C", "C", "N", "C", "C", "H", "H", "H", "H", "H", "S", "C", "N", "C", "C", "C", "N", "H", "H", "H", "H", "H", "H", "H", "H"],
  "coordinates": [[0.620, -0.601, -0.399], [1.710, 1.569, 2.733], [1.076, 2.257, 1.562], [0.748, 3.599, 1.595], [0.100, 4.148, 0.485], [-0.188, 3.372, -0.612], [0.193, 2.012, -0.602], [0.813, 1.497, 0.491], [0.021, 1.095, -1.587], [-0.613, 1.432, -3.171], [0.242, 2.918, -3.946], [-2.457, 1.743, -3.112], [-0.238, -0.039, -4.262], [2.074, 2.285, 3.467], [2.532, 0.931, 2.409], [0.967, 0.933, 3.223], [0.975, 4.195, 2.467], [-0.185, 5.193, 0.489], [-0.700, 3.791, -1.466], [-0.160, 3.879, -3.625], [0.134, 2.868, -5.032], [1.315, 2.922, -3.733], [-2.708, 2.569, -2.443], [-2.979, 0.854, -2.748], [-2.861, 1.981, -4.098], [0.803, -0.356, -4.153], [-0.397, 0.234, -5.308], [-0.873, -0.901, -4.053], [2.060, -1.486, 1.222], [1.795, -2.096, 2.490], [1.061, -3.421, 2.377], [-0.167, -3.346, 1.462], [-1.107, -2.229, 1.826], [-2.092, -2.419, 2.788], [-2.929, -1.373, 3.129], [-2.764, -0.151, 2.494], [-1.762, -0.034, 1.553], [-0.944, -1.043, 1.220], [2.718, -1.972, 0.705], [1.175, -1.374, 3.022], [2.727, -2.202, 3.047], [0.764, -3.719, 3.386], [1.728, -4.204, 2.006], [-0.711, -4.291, 1.506], [0.152, -3.216, 0.430], [-2.198, -3.389, 3.257], [-3.702, -1.510, 3.874], [-3.395, 0.696, 2.720], [-1.596, 0.903, 1.035], [-2.329, -3.488, -3.392], [-2.819, -2.464, -2.596], [-1.948, -1.818, -1.738], [-0.653, -2.133, -1.638], [-0.191, -3.121, -2.409], [-0.988, -3.824, -3.294], [-2.979, -4.013, -4.080], [-3.856, -2.164, -2.639], [-2.292, -1.006, -1.110], [0.864, -3.351, -2.319], [-0.559, -4.611, -3.898], [2.731, -1.405, -1.762], [3.611, 0.076, -1.835], [4.942, 0.058, -1.781], [5.765, 1.262, -1.864], [4.988, 2.429, -1.277], [3.639, 2.536, -1.967], [2.982, 1.234, -1.962], [5.370, -0.848, -1.691], [6.032, 1.459, -2.905], [6.683, 1.080, -1.310], [5.545, 3.356, -1.405], [4.840, 2.267, -0.208], [3.756, 2.885, -2.997], [2.987, 3.238, -1.448], [1.961, 1.184, -1.974]],
  "e_above_lowest_ev": 0.0000,
  "charge": 1,
  "spin_multiplicity": 6,
  "lumo_ha": [-0.070, -0.075],
  "orbital_gap_ev": [8.09, 8.03]
}


Electronic energy
In order: -1843.77684; -1923.19665; -1981.63094; -3256.62495
Unit: hartree